[1]
Formula: C24H43INO8S4
Source: the OMol25 dataset
Level of theory: ωB97M-V with the def2-TZVPD basis set

Each line ends with the Löwdin charge.
Cartesian coordinates (Å):
C1 -0.1066 0.6506 -0.4144  -0.19
C2 -0.7808 -0.7871 0.0089  -0.72
I1 -1.5902 -0.6712 2.0461  0.79
C3 -1.8909 -1.3440 -1.1102  -0.19
C4 -3.4013 -0.7585 -0.7742  -0.12
C5 -3.7106 0.8524 -0.8724  0.06
C6 -5.2354 1.3669 -0.5004  0.03
C7 -6.3520 0.2489 -0.0325  0.02
N1 -6.0322 -1.2349 0.0239  0.02
C8 -4.6488 -1.7665 -0.3295  0.08
H1 0.9561 0.6957 0.1050  0.08
H2 -0.7301 1.5955 -0.0837  0.08
H3 0.0990 0.6102 -1.5719  0.07
H4 0.1144 -1.5725 0.0417  0.11
H5 -1.4763 -1.0290 -2.1592  0.14
H6 -1.9047 -2.5114 -0.9745  0.09
H7 -2.8739 1.6134 -1.2128  0.12
H8 -5.5208 2.5112 -0.5687  0.12
H9 -7.4365 0.6086 0.2710  0.14
H10 -6.7879 -1.8966 0.3265  0.15
H11 -4.4995 -2.9317 -0.2724  0.14
C9 5.5481 2.1598 -1.9770  -0.21
C10 5.2235 0.9497 -1.1024  -0.21
C11 3.7899 1.1170 -0.6017  -0.24
S1 2.9396 2.0888 -1.8362  0.67
O1 2.5769 3.3622 -1.2505  -0.33
O2 1.9790 1.2501 -2.5249  -0.35
C12 4.3496 2.3367 -2.8974  -0.22
H12 6.4723 2.0150 -2.5440  0.13
H13 5.6723 3.0486 -1.3470  0.12
H14 5.3003 0.0349 -1.7025  0.12
H15 5.9247 0.8541 -0.2675  0.12
H16 3.2879 0.1526 -0.4894  0.10
H17 3.7575 1.6661 0.3434  0.11
H18 4.3027 3.3257 -3.3564  0.08
H19 4.3279 1.5615 -3.6692  0.12
C13 -2.8748 -2.0059 6.6151  -0.23
C14 -2.1804 -0.9441 7.4665  -0.22
C15 -0.9477 -1.5931 8.0937  -0.23
S2 -0.4425 -2.8909 6.9748  0.67
O3 -0.6187 -4.1656 7.6383  -0.32
O4 0.8037 -2.5136 6.3383  -0.33
C16 -1.7716 -2.6735 5.8078  -0.25
H20 -3.6399 -1.5697 5.9663  0.11
H21 -3.3616 -2.7417 7.2664  0.12
H22 -1.8720 -0.1081 6.8270  0.12
H23 -2.8480 -0.5407 8.2343  0.12
H24 -0.1312 -0.8761 8.2107  0.11
H25 -1.1834 -2.0503 9.0587  0.11
H26 -2.0667 -3.6390 5.3933  0.11
H27 -1.4130 -2.0149 5.0111  0.05
C17 2.6287 7.9071 -2.9746  -0.23
C18 3.2588 7.5861 -1.6202  -0.21
C19 4.2726 6.4645 -1.8402  -0.22
S3 4.8387 6.6265 -3.5269  0.68
O5 4.4034 5.4642 -4.2725  -0.33
O6 6.2164 7.0763 -3.5264  -0.32
C20 3.7870 7.9994 -3.9568  -0.23
H28 2.0525 8.8364 -2.9444  0.12
H29 1.9507 7.0969 -3.2683  0.12
H30 3.7713 8.4765 -1.2361  0.12
H31 2.5047 7.2974 -0.8813  0.12
H32 5.1243 6.5532 -1.1611  0.11
H33 3.8099 5.4798 -1.7311  0.08
H34 3.4739 7.9183 -4.9991  0.11
H35 4.3593 8.9195 -3.8055  0.11
C21 -2.2786 -7.8823 -2.3429  -0.22
C22 -2.8366 -6.7038 -3.1394  -0.22
C23 -3.0455 -5.5478 -2.1627  -0.24
S4 -1.8515 -5.7778 -0.8537  0.66
O7 -2.5637 -6.0573 0.3755  -0.32
O8 -0.8384 -4.7456 -0.9456  -0.34
C24 -1.1725 -7.3049 -1.4724  -0.23
H36 -1.9027 -8.6736 -2.9980  0.12
H37 -3.0679 -8.3097 -1.7131  0.12
H38 -2.1138 -6.4096 -3.9101  0.12
H39 -3.7702 -6.9648 -3.6477  0.12
H40 -2.8767 -4.5804 -2.6423  0.10
H41 -4.0444 -5.5744 -1.7187  0.10
H42 -0.8966 -7.9553 -0.6407  0.12
H43 -0.2887 -7.0605 -2.0692  0.11

## Properties
**E_LUMO**: -4.9 eV
**HOMO**: -11.741 eV
**Orbital gap**: 6.85 eV
**Total charge**: +1
**2S+1**: 1
**DFT total energy**: -3486.84014 a.u.

***

[2]
Formula: C24H43LaN2P3S2
Source: the OMol25 dataset
Level of theory: ωB97M-V with the def2-TZVPD basis set

Each line ends with the Löwdin charge.
Cartesian coordinates (Å):
La1 0.9657 -1.5386 -0.6851  1.52
P1 2.5166 0.9322 0.3639  0.70
P2 -1.2103 -0.4548 1.2876  0.71
P3 -1.4145 2.3915 -3.4786  0.86
H1 2.4273 -2.1836 -5.4787  0.10
C1 1.6841 -1.6224 -4.9153  -0.04
C2 2.1066 -0.6371 -3.9249  -0.43
H2 2.8027 -1.0002 -3.1379  0.08
C3 4.0529 0.4231 1.2396  -0.28
C4 1.7487 1.9322 1.7009  -0.28
C5 3.1897 2.3094 -0.6557  -0.27
C6 -2.9334 -1.1281 1.2209  -0.27
C7 -0.7328 -1.0862 2.9462  -0.26
C8 -1.6928 1.2646 1.7477  -0.27
C9 -1.8165 3.7618 -4.5535  -0.19
C10 -0.3689 2.8878 -2.0866  -0.23
C11 -2.8599 1.5635 -2.8334  -0.18
H3 0.7426 -1.4788 -5.4549  0.09
H4 2.4439 0.3267 -4.3366  0.10
H5 4.5863 -0.3148 0.6238  0.05
H6 3.8069 -0.0321 2.2090  0.03
H7 4.6959 1.3022 1.3974  0.06
H8 1.1668 1.2738 2.3564  0.01
H9 1.0887 2.6875 1.2579  0.04
H10 2.5138 2.4369 2.3049  0.07
H11 3.3297 1.9451 -1.6815  0.03
H12 4.1605 2.6443 -0.2620  0.06
H13 2.4950 3.1606 -0.6644  0.04
H14 -3.5607 -0.6141 1.9689  0.07
H15 -2.9522 -2.2094 1.4298  0.04
H16 -3.3534 -0.9385 0.2210  0.04
H17 -1.4092 -0.6885 3.7143  0.07
H18 0.2919 -0.7768 3.1813  0.03
H19 -0.7731 -2.1816 2.9767  0.04
H20 -2.4494 1.2422 2.5480  0.07
H21 -2.1302 1.7677 0.8733  0.03
H22 -0.8291 1.8450 2.0924  0.02
H23 -2.8220 4.1434 -4.3357  0.08
H24 -1.7780 3.4028 -5.5922  0.08
H25 -1.0684 4.5532 -4.4182  0.08
H26 -0.6163 3.9312 -1.8297  0.08
H27 0.7065 2.8333 -2.3308  0.05
H28 -0.5620 2.2579 -1.1977  0.04
H29 -3.7481 2.0340 -3.2672  0.08
H30 -2.8968 1.6546 -1.7408  0.06
H31 -2.8592 0.5034 -3.1017  0.03
C12 -0.0838 -1.8108 -3.0853  -0.73
C13 -1.4251 -2.1123 -3.3465  -0.11
C14 -1.7569 -3.4249 -3.6617  -0.05
C15 -0.8051 -4.4462 -3.5236  -0.05
C16 0.4562 -4.1927 -2.9812  -0.08
C17 0.8840 -2.8643 -2.8696  -0.36
S1 0.4165 -0.1126 -3.2226  0.82
H32 -0.6946 1.4844 -4.3086  -0.02
H33 -2.1359 -1.2790 -3.4332  0.09
H34 -2.7545 -3.6422 -4.0533  0.13
H35 -1.0598 -5.4477 -3.8450  0.13
H36 1.1661 -5.0032 -2.7603  0.14
H37 1.9718 -2.6787 -2.7765  0.09
N1 -0.7771 -3.4933 -0.1635  -0.01
C18 0.1697 -3.9672 0.8047  -0.72
N2 1.2212 -3.2018 1.0730  -0.12
C19 1.9323 -3.6877 2.2008  -0.29
C20 2.8374 -2.9265 2.9508  -0.01
C21 3.1421 -3.3741 4.2436  -0.03
C22 2.6239 -4.5774 4.7349  -0.03
C23 1.7478 -5.3433 3.9535  -0.05
C24 1.3750 -4.8614 2.7015  -0.42
S2 -0.0126 -5.3982 1.7387  1.19
H38 -0.9782 -4.2050 -0.8692  0.09
H39 -1.6868 -3.3042 0.2756  0.08
H40 3.2425 -2.0104 2.5254  0.08
H41 3.7944 -2.7732 4.8753  0.12
H42 2.8793 -4.9108 5.7443  0.13
H43 1.3162 -6.2738 4.3072  0.13

## Properties
**E_LUMO (alpha / beta)**: -8.3 / -8.3 eV
**HOMO (alpha / beta)**: -13.271 / -15.625 eV
**Orbital gap (alpha / beta)**: 4.97 / 7.36 eV
**Total charge**: +3
**2S+1**: 1
**Energy above the lowest of the compared OMol25 structures with the same formula, charge and spin**: 0.0 kcal per mole
**DFT total energy**: -2900.86089 a.u.

***

[3]
Formula: C24H43N2OP2Tb
Source: the OMol25 dataset
Level of theory: ωB97M-V with the def2-TZVPD basis set

Each line ends with the Mulliken spin population.
Cartesian coordinates (Å):
Tb1 -0.4233 0.1535 -0.7360  6.00
P1 0.2848 -2.0574 -2.0870  -0.02
P2 0.5193 2.6365 -0.1637  -0.01
N1 0.5498 0.9421 -2.8856  0.00
C1 1.1447 -1.4153 -3.5937  0.00
H1 2.0353 -2.0448 -3.7565  0.00
H2 0.4607 -1.5632 -4.4445  0.00
C2 1.5767 0.0604 -3.5030  0.00
H3 2.5034 0.1751 -2.9313  0.00
H4 1.7834 0.4586 -4.5052  0.00
C3 0.8657 2.4164 -2.9896  0.00
H5 -0.0547 2.9226 -3.3023  0.00
H6 1.5940 2.5232 -3.8034  0.00
C4 1.4397 3.0251 -1.6990  0.00
H7 1.4779 4.1167 -1.8188  0.00
H8 2.4689 2.6699 -1.5573  0.00
C5 1.2614 3.1785 1.4442  0.00
C6 2.0356 2.0014 2.0502  -0.01
H9 2.9366 1.7458 1.4838  0.00
H10 1.3982 1.1067 2.1175  0.00
H11 2.3285 2.2523 3.0747  0.00
C7 -1.1309 3.4814 -0.4103  0.01
C8 -2.2294 2.9831 0.5495  0.00
H12 -3.1646 2.9053 -0.0154  0.00
H13 -2.3881 3.6798 1.3823  0.00
H14 -2.0423 1.9813 0.9711  0.01
C9 -1.3865 -2.7051 -2.6243  0.01
C10 -2.1501 -3.4527 -1.5231  0.00
H15 -3.2065 -3.4882 -1.8175  0.00
H16 -2.1155 -2.9395 -0.5557  0.00
H17 -1.8178 -4.4904 -1.3798  0.00
C11 1.2350 -3.4043 -1.2773  0.00
C12 0.7117 -3.6849 0.1359  0.00
H18 1.4659 -4.2706 0.6738  0.00
H19 -0.2182 -4.2635 0.1148  0.00
H20 0.5320 -2.7735 0.7205  0.00
C13 1.9442 -0.3647 -0.2947  0.01
O1 3.0817 -0.5472 -0.1377  0.00
C14 -0.9672 5.0118 -0.4173  0.00
H21 0.0419 5.3505 -0.1550  0.00
H22 -1.1868 5.3984 -1.4208  0.00
H23 -1.6761 5.4871 0.2726  0.00
C15 -1.3678 -3.4641 -3.9570  0.00
H24 -2.0323 -4.3353 -3.9159  0.00
H25 -1.7453 -2.7960 -4.7433  0.00
H26 -0.3749 -3.8035 -4.2706  0.00
C16 1.2841 -4.6382 -2.1660  0.00
H27 1.9132 -5.3844 -1.6691  0.00
H28 0.2905 -5.0789 -2.3148  0.00
H29 1.7287 -4.4293 -3.1481  0.00
C17 0.2502 3.7035 2.4662  0.00
H30 -0.4908 2.9437 2.7523  0.00
H31 0.7987 3.9569 3.3806  0.00
H32 -0.2831 4.6022 2.1357  0.00
H33 1.9415 3.9942 1.1594  0.00
H34 2.2549 -2.9943 -1.1961  0.00
H35 -1.4178 3.1625 -1.4241  0.00
H36 -1.9409 -1.7647 -2.7967  0.00
H37 -0.3349 0.7969 -3.3952  0.00
H38 -2.0656 0.6021 -1.6709  -0.01
N2 -0.8044 -0.5259 1.3928  0.02
C18 -0.7244 -0.6922 2.5633  -0.01
C19 -0.7261 -0.7677 3.9641  0.00
C20 -1.9296 -0.5340 4.6626  0.00
C21 -1.9678 -0.5908 6.0584  0.00
C22 -0.7936 -0.8773 6.7666  0.00
C23 0.4089 -1.0955 6.0967  0.00
C24 0.4565 -1.0385 4.7041  0.00
H39 -2.8369 -0.3000 4.1013  0.00
H40 -2.9061 -0.4117 6.5775  0.00
H41 -0.8282 -0.9272 7.8606  0.00
H42 1.3227 -1.3117 6.6654  0.00
H43 1.4016 -1.1989 4.1753  0.00

## Properties
**E_LUMO (alpha / beta)**: -6.3 / -6.2 eV
**HOMO (alpha / beta)**: -14.308 / -14.020 eV
**Orbital gap (alpha / beta)**: 8.03 / 7.84 eV
**Total charge**: +2
**2S+1**: 7
**DFT total energy**: -2631.66151 a.u.
**⟨S²⟩**: 12.66

***

DFT total energy of number 2 (C24H43LaN2P3S2)?
-2900.86089 a.u.

***

Which value of 2S+1 does entry 3 give?
7

***

Which formula does entry 2 have?
C24H43LaN2P3S2